No. 1
Formula: C3H7N2S
Source: OMol25
Level of theory: ωB97M-V with the def2-TZVPD basis set

Structure (ORCA input):
```
! RIJCOSX wB97M-V def2-TZVPD def2/J DEFGRID3
* xyz 1 1
C -0.96152 1.29314 -0.28536
C 1.90073 -0.69806 -0.19313
C 1.96431 -1.96491 0.09521
N -1.26272 -0.00117 -0.71465
N -1.18726 1.49210 1.00536
S 1.41307 0.80319 -0.40141
H -0.69534 1.98499 -1.05082
H 1.75016 -2.62659 -0.63382
H 2.40218 -2.41148 0.92612
H -0.88082 -0.31379 -1.59247
H -1.94104 -0.58359 -0.18364
H -1.05230 2.32615 1.50870
H -1.44946 0.70002 1.51991
*
```

Properties
- ΔE to the lowest compared entry with this formula, charge and spin (kJ/mol) = 263.3
- max |F| (eV/A) = 4.7



No. 2
Formula: C3H7N2S
Source: OMol25
Level of theory: ωB97M-V with the def2-TZVPD basis set

Structure (ORCA input):
```
! RIJCOSX wB97M-V def2-TZVPD def2/J DEFGRID3
* xyz 1 1
C 1.54036 -0.31626 0.61343
N 0.29197 0.40489 0.80065
C -0.83958 -0.07148 1.65209
C -1.20909 -0.27028 0.44188
S -2.00485 -0.31497 -1.08310
N -0.77031 0.21249 -2.13360
H 1.35509 -1.40283 0.87187
H 1.86182 -0.24017 -0.53977
H 2.35704 0.15783 1.39564
H 0.40420 1.32604 0.62189
H -1.20161 -0.28880 2.66052
H -0.72248 -0.35444 -2.99556
H -1.06256 1.15800 -2.30594
*
```

Properties
- SMILES string = C[N@@H+]1C=C1SN
- ΔE to the lowest compared entry with this formula, charge and spin (kJ/mol) = 445.7
- max |F| (eV/A) = 5.2



No. 3
Formula: C3H7N2S2
Source: OMol25
Level of theory: ωB97M-V with the def2-TZVPD basis set

Structure (ORCA input):
```
! RIJCOSX wB97M-V def2-TZVPD def2/J DEFGRID3
* xyz 1 1
C 0.72600 0.09608 2.57367
C 0.41641 0.45438 1.22237
N -0.41182 -0.26664 0.41998
C -0.64251 -0.50323 -1.01031
N -0.39714 0.25761 -2.11230
S 0.21186 1.66960 -2.51854
S -1.02378 -0.69083 -3.56484
H 1.87338 -0.31870 2.68103
H 0.17032 -0.60575 3.19852
H 0.78713 1.01676 3.19336
H 1.11701 1.00493 0.71300
H -0.94632 -0.93020 0.94995
H -1.40515 -1.31767 -1.24260
H -0.47539 0.13364 -4.50327
*
```

Properties
- SMILES string = C/C=[NH+]/C=[N+](\[S-])S
- ΔE to the lowest compared entry with this formula, charge and spin (kJ/mol) = 440.6
- max |F| (eV/A) = 5.0